The following is a DFT calculation (ωB97M-V/def2-TZVPD) of a structure of composition C18H27N2NdO5P2S at a distorted geometry.

```
56
Properties=species:S:1:pos:R:3:forces:R:3:lowdin_charge:R:1
Nd -0.585163 -1.029995 -0.536323 0.322 -0.048 0.554 1.56
P -2.604928 1.118585 0.058432 -1.243 -0.518 0.363 0.87
C -2.561656 1.838443 -1.555409 1.036 0.399 -1.371 -0.07
C -1.328474 2.048708 -2.230375 0.451 0.043 -0.160 -0.31
N -0.164708 1.405630 -1.806939 0.177 1.252 0.149 0.04
C 1.007200 1.967122 -2.163456 -0.157 -1.388 1.065 -0.27
C 1.096072 3.088730 -2.996184 -0.986 0.899 -0.748 0.08
C -0.053492 3.608928 -3.590613 1.161 0.052 -0.027 0.03
C -1.264188 3.052517 -3.238674 -1.065 -0.415 0.479 0.06
C 2.321308 1.414741 -1.641552 -0.629 0.088 -0.322 -0.28
P 2.338872 -0.406424 -1.312222 1.183 -0.002 -0.239 0.80
H -2.203608 3.399883 -3.660358 0.162 0.131 0.038 0.14
H 2.082942 3.505308 -3.187479 -0.259 -0.010 -0.077 0.15
H 0.023430 4.425678 -4.306006 -0.142 -0.180 0.151 0.14
H 3.117737 1.627751 -2.373691 -0.229 0.099 0.398 0.10
H 2.566272 1.918698 -0.690826 -0.197 -0.044 -0.323 0.12
H -2.424774 -2.630726 -3.794814 -0.058 -0.465 -0.136 0.06
H -3.471517 2.116111 -2.100305 0.151 -0.106 0.127 0.13
H 1.716336 -4.854136 -3.155604 0.241 -0.730 0.068 0.04
O -2.273863 -1.843362 -3.273113 0.697 1.140 0.568 -0.07
H -1.799461 -1.235371 -3.859188 -0.281 -0.374 -0.176 0.04
H -1.471715 -2.761489 0.713668 -0.868 -0.667 0.588 -0.08
O 1.398568 -3.964302 -3.250880 -0.440 0.980 -0.024 -0.04
H 1.722174 -3.491138 -2.480083 0.196 -0.213 0.056 0.00
C 3.256133 -0.943533 -2.809339 -0.339 -0.135 -0.201 -0.27
H 4.195742 -0.381136 -2.900796 -0.253 -0.217 0.010 0.06
H 3.471308 -2.018871 -2.745214 0.037 0.308 -0.093 0.05
H 2.631778 -0.772756 -3.696106 0.222 -0.138 0.068 0.05
C 3.719118 -0.399355 -0.106126 -0.195 -0.290 0.369 -0.24
H 3.678158 -1.324250 0.480701 0.144 0.171 -0.038 0.03
H 4.682624 -0.322678 -0.630714 -0.332 0.012 0.180 0.06
H 3.594287 0.449890 0.577655 0.050 -0.316 -0.055 0.05
C -2.557893 2.589093 1.150103 0.573 0.377 0.326 -0.18
H -3.570610 2.984005 1.302564 0.225 -0.223 -0.174 0.07
H -2.101523 2.298554 2.106820 -0.110 0.054 -0.313 0.06
H -1.926110 3.353883 0.684778 -0.075 -0.106 0.248 0.07
C -4.324417 0.483802 0.106712 0.294 0.176 -0.024 -0.23
H -4.443488 -0.112701 1.021452 -0.074 0.137 -0.282 0.07
H -5.031039 1.324360 0.083771 0.083 -0.294 0.100 0.07
H -4.474801 -0.163777 -0.768412 -0.006 0.046 0.332 0.06
O 0.542546 1.264635 2.142849 -0.169 -1.225 0.521 0.01
C 0.628169 0.068991 2.460002 0.184 0.773 -1.185 -0.51
N 0.725750 -0.919397 1.483833 -0.243 0.454 -1.039 -0.40
S 0.874916 -2.493780 2.017760 -0.312 -0.225 0.036 0.86
O -2.140729 -2.231688 0.238947 1.276 0.549 -0.392 -0.48
O 2.240957 -3.017997 1.883052 -0.066 0.347 0.056 -0.46
C 0.502267 -1.952733 3.681886 -0.474 -0.167 0.653 -0.29
C 0.030537 -2.780271 4.698840 0.271 0.330 -0.159 -0.03
C -0.390343 -2.169096 5.888146 0.249 0.139 -0.345 -0.03
C -0.313911 -0.772057 6.039638 0.012 -0.238 -0.079 -0.04
C 0.115540 0.046464 4.991404 0.259 -0.316 -0.487 0.02
C 0.502652 -0.565617 3.785830 -0.545 -0.004 0.973 -0.15
H -0.023264 -3.858032 4.529856 -0.001 0.314 0.272 0.13
H -0.785664 -2.794910 6.685398 0.105 0.234 -0.086 0.12
H -0.629498 -0.324573 6.981896 0.075 -0.101 -0.266 0.12
H 0.137445 1.135641 5.064803 -0.090 -0.350 0.071 0.13
```
Positions in Å, forces in eV/Å.

Output
HOMO-LUMO gap (spin up / spin down)   3.986 / 3.983 eV
2S+1   4
LUMO energy (spin up / spin down)   -0.3652 / -0.3655 Ha
Total charge   +2



The following is a DFT calculation (ωB97M-V/def2-TZVPD) of a cluster of 2 separate species, C2H4N2O in total at a distorted geometry.

```
9
Properties=species:S:1:pos:R:3:forces:R:3:lowdin_charge:R:1
C 1.572206 1.100460 -0.498399 2.852 3.410 -2.925 -0.12
C -0.282504 0.019662 0.510699 -2.885 -0.901 -0.044 -0.08
N 4.215146 -0.361501 0.256782 0.585 0.138 0.294 0.08
N 3.216930 -0.279018 -0.170721 -0.012 -1.009 -0.430 -0.01
O 0.878537 0.811399 0.468174 -1.697 -0.149 3.216 -0.21
H 1.278516 1.018021 -1.596585 -0.945 -1.239 0.998 0.04
H 0.048691 -0.978909 0.773136 -0.005 -0.301 -0.235 0.08
H -0.744700 0.052425 -0.504787 0.112 -0.252 0.743 0.09
H -1.090337 0.267868 1.334490 1.994 0.304 -1.617 0.13
```
Positions in Å, forces in eV/Å.

Output
Relative energy (zero: lowest compared OMol25 entry of this formula, charge and spin)   3.8244 eV
HOMO-LUMO gap   8.320 eV
2S+1   1
LUMO energy   0.0327 Ha
Total charge   0



The following is a DFT calculation (ωB97M-V/def2-TZVPD) of a cluster of 2 separate species, C34H40N3O2 in total at a distorted geometry.

```
79
Properties=species:S:1:pos:R:3:forces:R:3:lowdin_charge:R:1
C -0.118023 -6.378679 0.021670 -0.177 -0.008 -0.093 -0.16
C 1.381351 -6.308218 0.185336 -0.311 -0.466 0.168 -0.16
N 1.880450 -4.979683 -0.079888 -0.446 0.680 0.322 -0.05
C 3.307741 -4.973841 -0.293849 0.581 0.110 -0.126 -0.16
C 3.765819 -3.646870 -0.847180 -0.014 0.138 0.055 -0.16
C 3.340763 -2.533451 0.110953 0.879 0.143 0.188 -0.14
C 1.895072 -2.626787 0.495770 -0.452 0.735 0.378 -0.12
C 1.215485 -3.869628 0.370951 0.326 -0.595 -0.077 -0.07
C -0.133960 -3.973800 0.816170 -0.462 0.498 0.143 -0.13
C -0.829840 -2.835783 1.168644 0.236 -0.107 -0.829 0.05
C -0.221847 -1.537112 1.107080 -0.244 0.322 0.299 -0.18
C -1.031575 -0.371999 1.155146 0.683 -0.305 0.998 0.09
C -0.572327 0.979059 1.248558 0.136 0.575 -0.604 -0.19
C -1.250434 1.971893 2.032677 -0.023 -0.340 -0.343 0.04
C -0.737681 3.245907 2.211206 -0.022 -0.527 -0.146 -0.14
C 0.514497 3.582105 1.632821 0.120 0.204 -0.156 -0.09
N 1.031513 4.847662 1.775179 -0.101 -0.260 -0.005 -0.06
C 0.150154 5.943078 2.113418 -0.265 0.141 0.050 -0.16
C -0.734406 5.567602 3.275540 -0.076 0.007 0.185 -0.16
C -1.514835 4.290303 2.959402 -0.738 0.379 0.246 -0.13
C 2.120287 5.274828 0.925369 0.318 0.059 -0.234 -0.17
C 3.168562 4.194032 0.826232 0.060 -0.096 -0.140 -0.16
C 2.525213 2.946927 0.229609 0.572 -0.004 -0.650 -0.14
C 1.197149 2.628529 0.837319 -0.495 -0.308 -0.180 -0.13
C 0.598069 1.414924 0.563024 0.020 -0.095 0.619 0.01
C 1.212596 -1.528395 0.994986 -0.034 -0.383 -0.673 0.05
C -0.794921 -5.316101 0.881917 -0.379 -0.610 0.444 -0.14
H -0.390787 -6.235646 -1.030182 0.108 -0.065 0.095 0.12
H -0.445623 -7.375247 0.332320 -0.089 0.147 -0.160 0.12
H 1.658602 -6.605104 1.213058 -0.004 0.015 -0.211 0.15
H 1.886591 -6.996628 -0.505029 -0.169 0.153 0.194 0.13
H 3.826977 -5.180564 0.659177 -0.078 -0.019 -0.184 0.15
H 3.548385 -5.793714 -0.984710 -0.067 0.225 0.186 0.13
H 4.853840 -3.671840 -0.955583 -0.154 0.133 -0.045 0.12
H 3.326124 -3.480160 -1.837110 0.055 -0.075 0.097 0.13
H 3.985176 -2.585664 1.007980 -0.250 0.066 -0.237 0.14
H 3.537957 -1.566842 -0.364132 -0.054 -0.057 0.180 0.12
H -1.882020 -2.931246 1.464256 0.367 0.125 -0.267 0.14
H -2.104258 -0.532212 1.257930 0.076 -0.022 0.168 0.13
H -2.210162 1.712557 2.501690 0.445 0.110 -0.185 0.14
H 0.779394 6.812663 2.346615 -0.247 -0.215 -0.019 0.13
H -0.470088 6.201312 1.234000 0.119 0.035 0.163 0.13
H -0.128607 5.436513 4.179511 -0.032 0.036 -0.166 0.12
H -1.430417 6.393283 3.449823 0.051 -0.164 0.158 0.12
H -2.396134 4.583944 2.357842 0.273 -0.254 0.155 0.13
H -1.908481 3.869853 3.893647 0.019 0.022 -0.222 0.12
H 1.730771 5.509821 -0.082901 0.120 0.044 0.151 0.14
H 2.537744 6.197503 1.349344 -0.108 -0.238 -0.115 0.13
H 3.978528 4.542038 0.181135 0.022 -0.090 0.130 0.12
H 3.583547 3.975343 1.817497 -0.084 0.100 -0.132 0.13
H 2.421565 3.077569 -0.864412 -0.003 -0.048 0.365 0.13
H 3.194323 2.091023 0.376799 -0.085 0.077 -0.103 0.12
H 1.014275 0.783055 -0.228588 -0.009 0.161 0.425 0.13
H 1.778067 -0.638872 1.284846 -0.227 -0.209 -0.388 0.13
H -1.849986 -5.228276 0.595109 0.184 0.016 0.118 0.12
H -0.781004 -5.674063 1.927122 -0.047 0.193 -0.259 0.13
C -1.186435 4.649962 -1.853309 0.107 0.311 -0.387 -0.07
C -2.110177 3.544480 -1.416008 0.260 -0.399 -0.005 -0.21
O -1.588764 2.350377 -2.052071 -0.328 0.009 0.225 -0.04
C -2.270286 1.192916 -1.814895 -0.126 0.111 0.430 -0.51
C -1.663081 0.106011 -2.517726 0.036 0.585 -0.044 -0.03
N -2.302464 -1.091503 -2.731089 -0.170 0.071 0.270 -0.05
C -3.605778 -1.326282 -2.311135 0.893 -0.293 -0.255 0.00
C -4.107548 -2.607816 -2.368679 0.044 -0.052 -0.065 -0.05
C -3.344304 -3.658170 -2.873292 0.134 0.096 -0.093 -0.08
C -2.092230 -3.368381 -3.428617 -0.153 0.236 0.054 -0.06
C -1.605607 -2.083451 -3.388602 -0.547 0.101 0.404 -0.04
O -3.236768 1.174570 -1.042086 0.432 -0.088 -0.643 0.02
H -1.263788 5.503200 -1.182524 0.021 0.102 0.044 0.07
H -0.146979 4.313060 -1.900344 -0.098 -0.010 0.232 0.07
H -1.449862 4.988497 -2.858833 0.063 0.006 0.086 0.08
H -2.102382 3.415752 -0.323217 -0.112 -0.080 -0.335 0.11
H -3.132725 3.741676 -1.767055 0.208 -0.249 0.271 0.13
H -0.670350 0.232793 -2.956089 -0.611 -0.087 0.049 0.12
H -4.139785 -0.477057 -1.905052 0.226 -0.139 -0.025 0.12
H -5.122124 -2.751594 -2.001521 0.255 -0.112 -0.105 0.12
H -3.719537 -4.670360 -2.872422 -0.064 -0.009 -0.051 0.10
H -1.479302 -4.124964 -3.909277 -0.196 0.047 0.074 0.11
H -0.668896 -1.750617 -3.821269 -0.102 -0.246 0.134 0.13
```
Positions in Å, forces in eV/Å.

Output
Relative energy (zero: lowest compared OMol25 entry of this formula, charge and spin)   0.0000 eV
HOMO-LUMO gap   5.109 eV
2S+1   1
LUMO energy   -0.1524 Ha
Total charge   +1



Number 1: molar mass 589.68 g/mol, E -76996.17682 eV. Number 2: molar mass 72.07 g/mol, E -7162.65525 eV. Number 3: molar mass 522.71 g/mol, E -44466.61759 eV.